#1
C5H15N4 | ωB97M-V/def2-TZVPD

Positions of all 24 atoms, in Å:
C  -1.028  -1.613  0.521
C  -2.295  -0.806  0.177
C  0.058  -1.788  -0.547
C  -2.006  0.612  -0.183
C  1.101  -0.733  -0.472
N  -2.819  1.632  -0.039
N  -0.788  0.746  -0.497
N  1.911  -0.294  0.397
N  3.502  1.811  0.253
H  -0.581  -1.095  1.238
H  -1.323  -2.604  0.884
H  -2.818  -1.376  -0.690
H  -3.059  -1.012  0.940
H  0.597  -2.846  -0.467
H  -0.347  -1.733  -1.509
H  -3.828  1.555  0.173
H  -2.611  2.494  -0.364
H  1.361  -0.657  -1.531
H  -0.421  1.752  -0.572
H  2.475  0.659  0.198
H  1.966  -0.625  1.397
H  4.134  1.574  -0.496
H  3.932  1.796  1.182
H  2.888  2.550  0.006

## Properties
LUMO in eV: -2.636
Net charge: +1
Frontier orbital gap in eV: 10.219
Highest occupied orbital energy in eV: -12.855

=====

#2
C5H15N4 | ωB97M-V/def2-TZVPD

Positions of all 24 atoms, in Å:
C  1.314  0.200  0.528
C  3.074  -1.426  0.053
C  0.844  -1.764  -1.035
C  1.851  -0.714  -0.582
C  -0.363  0.870  0.414
N  1.967  0.510  1.558
N  -0.537  2.133  0.211
N  -1.354  0.023  0.607
N  -4.002  0.660  0.271
H  2.778  -2.228  0.690
H  3.629  -1.888  -0.752
H  3.597  -0.635  0.576
H  1.417  -2.479  -1.494
H  0.196  -1.486  -1.918
H  0.316  -2.255  -0.251
H  2.232  -0.174  -1.386
H  1.451  1.135  2.185
H  0.011  2.968  0.219
H  -1.587  2.294  0.243
H  -2.422  0.298  0.562
H  -1.042  -0.901  0.379
H  -4.559  0.842  1.001
H  -4.210  -0.204  -0.201
H  -4.272  1.257  -0.439

## Properties
LUMO in eV: -2.844
Net charge: +1
Frontier orbital gap in eV: 10.741
Highest occupied orbital energy in eV: -13.585

=====

Order of stability, best first: #1, #2

=====

#1
C7H13NO2 | ωB97M-V/def2-TZVPD

Positions of all 23 atoms, in Å:
C  2.240  -0.433  -0.795
C  1.355  -0.928  0.303
C  0.037  -0.166  0.516
C  0.078  1.130  1.314
O  0.204  2.153  0.304
C  -0.807  1.719  -0.596
N  -0.518  0.321  -0.860
C  -1.735  -0.430  -1.135
O  -2.144  -0.737  0.264
C  -0.980  -1.089  1.000
H  1.869  -0.712  -1.787
H  3.223  -0.812  -0.644
H  2.518  0.592  -0.947
H  1.981  -1.127  1.199
H  1.060  -1.909  -0.151
H  1.022  1.292  1.946
H  -0.853  1.278  1.841
H  -0.731  2.292  -1.466
H  -1.776  1.925  -0.058
H  -2.490  0.206  -1.596
H  -1.499  -1.390  -1.570
H  -1.134  -1.010  2.063
H  -0.918  -2.164  0.856

## Properties
LUMO in eV: 0.923
SMILES: CCC12COCN1COC2
Net charge: 0
Frontier orbital gap in eV: 10.118
Highest occupied orbital energy in eV: -9.195

=====

#2
C7H13NO2 | ωB97M-V/def2-TZVPD

Positions of all 23 atoms, in Å:
C  2.256  1.213  0.147
C  1.249  0.240  0.690
C  0.255  0.716  1.764
C  -0.499  0.825  0.514
C  -1.320  -0.203  -0.097
C  -2.339  0.223  -1.127
O  -1.816  -1.147  0.816
C  0.141  -0.664  -0.846
N  0.277  -2.058  -0.490
O  0.424  -0.223  -1.966
H  2.304  1.144  -0.944
H  2.007  2.247  0.397
H  3.252  1.018  0.555
H  1.674  -0.714  0.982
H  -0.084  -0.057  2.446
H  0.507  1.650  2.260
H  -0.405  1.732  -0.073
H  -2.653  -0.650  -1.704
H  -1.912  0.948  -1.821
H  -3.222  0.652  -0.646
H  -1.409  -1.998  0.561
H  0.127  -2.618  -1.326
H  1.184  -2.276  -0.092

## Properties
LUMO in eV: 0.719
SMILES: C[C@H]1C[C@@H]1[C@](C)(O)C(N)=O
Net charge: 0
Frontier orbital gap in eV: 8.695
Highest occupied orbital energy in eV: -7.975

=====

Order of stability, best first: #1, #2

=====

#1
C7H15N5 | ωB97M-V/def2-TZVPD

Positions of all 27 atoms, in Å:
C  0.289  2.729  0.571
C  -0.689  1.597  0.462
C  -2.075  2.003  0.035
N  -0.275  0.433  0.707
C  -1.083  -0.755  0.604
C  -0.397  -1.857  1.417
C  -1.213  -1.187  -0.859
H  0.496  3.117  -0.426
H  -0.122  3.537  1.172
H  1.223  2.397  1.014
H  -2.830  1.363  0.486
H  -2.161  1.916  -1.047
H  -2.272  3.036  0.310
H  -2.092  -0.591  1.019
H  0.529  -2.152  0.930
H  -0.182  -1.505  2.424
H  -1.040  -2.730  1.484
H  -1.793  -0.462  -1.423
H  -1.711  -2.153  -0.916
H  -0.224  -1.259  -1.303
C  3.465  0.855  0.650
N  3.573  1.429  -0.519
N  2.667  0.850  -1.302
N  2.020  -0.039  -0.676
N  2.493  -0.082  0.566
H  4.045  1.067  1.521
H  2.050  -0.652  1.269

## Properties
LUMO in eV: 0.844
SMILES: CC(C)=NC(C)C.c1nnn[nH]1
Net charge: 0
Frontier orbital gap in eV: 9.925
Highest occupied orbital energy in eV: -9.081

=====

#2
C7H15N5 | ωB97M-V/def2-TZVPD

Positions of all 27 atoms, in Å:
C  -2.875  2.247  0.581
C  -2.848  1.305  -0.359
C  -1.704  0.362  -0.596
C  -2.115  -1.088  -0.441
C  -2.053  -1.729  0.885
N  -1.122  -2.109  -0.171
H  -3.734  2.903  0.719
H  -2.031  2.401  1.254
H  -3.720  1.184  -1.010
H  -0.890  0.595  0.114
H  -1.311  0.510  -1.601
H  -2.900  -1.421  -1.128
H  -1.681  -1.120  1.720
H  -2.775  -2.484  1.173
H  -0.187  -1.710  -0.021
N  2.803  1.452  -0.769
N  3.747  1.166  0.202
C  3.504  0.171  0.969
C  2.335  -0.737  0.971
N  1.797  -1.371  0.004
N  2.339  -1.282  -1.250
H  2.956  2.413  -1.099
H  1.840  1.321  -0.436
H  4.246  0.010  1.747
H  1.919  -0.973  1.956
H  2.776  -0.384  -1.495
H  1.684  -1.631  -1.919

## Properties
LUMO in eV: 0.543
SMILES: C=CC[C@@H]1CN1.N/N=C\C=N/N
Net charge: 0
Frontier orbital gap in eV: 9.558
Highest occupied orbital energy in eV: -9.015

=====

Order of stability, best first: #1, #2

=====

#1
ClH2NO2Si | ωB97M-V/def2-TZVPD

Positions of all 7 atoms, in Å:
N  -0.732  0.831  0.219
O  -1.123  1.180  -0.856
O  0.524  0.355  0.280
Si  1.708  -0.508  -0.510
Cl  3.281  0.097  0.597
H  -2.028  -0.628  0.338
H  -1.630  -1.326  -0.069

## Properties
LUMO in eV: -0.930
Net charge: 0
Frontier orbital gap in eV: 8.901
Highest occupied orbital energy in eV: -9.830

=====

#2
ClH2NO2Si | ωB97M-V/def2-TZVPD

Positions of all 7 atoms, in Å:
N  -0.682  0.888  1.857
O  -1.811  0.663  2.212
O  0.285  1.373  2.453
Si  -0.268  0.589  0.113
Cl  -0.411  2.813  -1.633
H  1.327  0.487  0.306
H  -1.394  0.319  -0.652

## Properties
LUMO in eV: -2.443
Net charge: 0
Frontier orbital gap in eV: 7.890
Highest occupied orbital energy in eV: -10.333

=====

Order of stability, best first: #1, #2

=====

#1
C4H5Cl | ωB97M-V/def2-TZVPD

Positions of all 10 atoms, in Å:
C  -0.401  1.737  0.400
C  0.270  0.845  -0.075
C  0.776  -0.484  -0.356
C  1.404  -1.304  0.451
H  -0.560  2.764  0.294
H  0.772  -0.684  -1.514
H  1.841  -2.147  0.013
H  1.447  -1.236  1.484
Cl  -3.426  0.462  -0.284
H  -2.122  0.046  -0.411

## Properties
LUMO in eV: 0.331
SMILES: C#CC=C.Cl
Net charge: 0
Frontier orbital gap in eV: 10.145
Highest occupied orbital energy in eV: -9.815

=====

#2
C4H5Cl | ωB97M-V/def2-TZVPD

Positions of all 10 atoms, in Å:
C  0.321  -0.700  0.676
C  0.665  0.318  -0.009
C  -0.395  1.090  -0.639
C  -1.408  0.388  -1.002
Cl  -2.763  0.914  -2.027
H  0.928  -1.314  1.283
H  -0.664  -0.810  0.934
H  1.583  0.670  -0.494
H  -0.356  2.203  -0.783
H  -1.481  -0.692  -0.765

## Properties
LUMO in eV: 0.980
SMILES: C=C/C=C/Cl
Net charge: 0
Frontier orbital gap in eV: 10.192
Highest occupied orbital energy in eV: -9.212

=====

Order of stability, best first: #2, #1

=====

#1
C3H8N5S | ωB97M-V/def2-TZVPD

Positions of all 17 atoms, in Å:
C  -0.365  -0.795  -0.003
C  0.629  -1.896  0.094
C  -0.381  1.729  -0.032
N  3.525  0.610  -0.068
N  2.481  1.287  0.017
N  0.173  0.396  -0.087
N  1.556  0.318  -0.058
N  -1.715  -1.026  -0.129
S  2.369  -1.226  0.090
H  0.513  -2.356  1.037
H  0.425  -2.651  -0.592
H  -0.668  1.788  0.975
H  0.505  2.387  -0.020
H  -1.033  1.881  -0.806
H  4.379  1.183  0.070
H  -2.183  -1.848  0.120
H  -2.263  -0.156  -0.049

## Properties
LUMO in eV: -3.629
Net charge: +1
Frontier orbital gap in eV: 8.939
Highest occupied orbital energy in eV: -12.568

=====

#2
C3H8N5S | ωB97M-V/def2-TZVPD

Positions of all 17 atoms, in Å:
C  0.762  0.057  -1.658
C  1.241  0.856  -0.566
C  -1.110  -0.759  -2.779
N  2.375  1.329  -0.488
N  0.259  -0.273  1.450
N  -0.476  -0.084  -1.696
N  -1.027  0.041  3.411
N  -0.131  -0.609  2.620
S  -0.130  1.081  0.623
H  1.511  -0.117  -2.400
H  -1.737  0.014  -3.326
H  -1.813  -1.307  -2.225
H  -0.559  -1.434  -3.358
H  2.762  1.971  0.169
H  -0.955  0.948  3.122
H  -0.928  -0.063  4.393
H  -0.044  -1.650  2.708

## Properties
LUMO in eV: -5.036
Net charge: +1
Frontier orbital gap in eV: 8.310
Highest occupied orbital energy in eV: -13.345

=====

Order of stability, best first: #1, #2